Record 1
Below is 6 unconnected molecules or ions with the total composition C35H58B2F8NO13, with properties calculated with wB97M-V/def2-TZVPD.

Last column: Löwdin charge in e.
CARTESIAN COORDINATES (ANGSTROEM)
C: -0.70 0.45 5.03  -0.042
C: -0.86 -0.04 3.61  -0.202
O: -1.35 -1.40 3.62  0.127
B: -1.42 -2.10 2.48  -0.646
O: -1.59 -3.45 2.47  0.211
C: -1.29 -1.38 1.05  0.025
C: -2.32 -0.62 0.51  -0.040
C: -3.62 -0.49 1.25  -0.037
C: -4.47 -1.78 1.24  -0.374
C: -4.74 -2.35 2.64  -0.007
O: -5.69 -1.51 0.55  -0.025
C: -2.08 0.03 -0.72  0.043
C: -3.14 0.89 -1.33  -0.453
O: -3.06 2.07 -1.34  0.204
O: -4.14 0.18 -1.89  0.025
O: -5.37 0.83 -1.59  0.031
C: -0.86 -0.08 -1.36  -0.086
C: -0.52 0.63 -2.64  -0.056
C: 0.72 1.51 -2.43  -0.175
O: 0.74 2.01 -1.10  -0.109
C: 2.04 2.27 -0.64  -0.099
C: 1.92 2.65 0.82  -0.411
F: 1.64 1.56 1.57  0.129
F: 0.87 3.49 0.96  0.149
C: 3.13 3.41 1.43  -0.377
F: 3.49 4.35 0.53  0.154
F: 2.75 4.05 2.53  0.186
C: 4.39 2.56 1.71  -0.379
F: 5.37 3.40 2.06  0.166
F: 4.77 1.94 0.57  0.135
C: 4.30 1.48 2.81  -0.288
F: 3.43 1.81 3.76  0.127
F: 3.95 0.29 2.26  0.086
C: 0.10 -0.88 -0.77  0.065
N: -0.12 -1.50 0.39  0.148
B: 1.03 -2.36 0.97  -0.460
O: 1.88 -1.70 1.80  0.207
C: 1.10 -3.85 0.58  -0.101
C: 1.57 -4.76 1.75  -0.074
H: 0.27 0.20 5.43  0.080
H: -1.50 0.11 5.66  0.085
H: -0.74 1.54 5.00  0.083
H: -1.57 0.61 3.11  0.119
H: 0.11 0.02 3.12  0.109
H: -1.16 -3.88 3.22  0.133
H: -4.23 0.28 0.79  0.125
H: -3.45 -0.17 2.27  0.119
H: -3.92 -2.52 0.66  0.145
H: -4.12 -3.23 2.77  0.073
H: -4.51 -1.64 3.42  0.085
H: -5.77 -2.65 2.72  0.088
H: -6.09 -2.34 0.28  0.109
H: -5.81 0.20 -0.98  0.094
H: -1.35 1.22 -3.00  0.122
H: -0.23 -0.11 -3.37  0.124
H: 1.60 0.90 -2.61  0.092
H: 0.69 2.34 -3.12  0.143
H: 2.65 1.37 -0.70  0.138
H: 2.51 3.04 -1.24  0.150
H: 5.29 1.36 3.25  0.177
H: 1.06 -1.01 -1.24  0.163
H: 2.76 -1.60 1.41  0.127
H: 1.80 -3.92 -0.25  0.124
H: 0.14 -4.20 0.23  0.110
H: 2.09 -4.17 2.50  0.073
H: 0.70 -5.18 2.23  0.069
H: 2.23 -5.53 1.39  0.053
C: -8.35 3.23 -1.78  -0.017
C: -8.34 2.90 -0.31  -0.500
O: -7.88 1.86 0.11  0.058
C: -8.94 3.93 0.62  -0.021
H: -7.90 2.41 -2.34  0.076
H: -9.38 3.37 -2.12  0.088
H: -7.79 4.14 -1.97  0.088
H: -9.98 4.10 0.37  0.087
H: -8.40 4.87 0.53  0.086
H: -8.87 3.57 1.65  0.081
C: 3.89 1.18 -4.83  -0.008
C: 2.90 0.28 -5.53  -0.487
O: 1.83 -0.01 -5.03  0.054
C: 3.29 -0.24 -6.88  -0.015
H: 3.49 1.49 -3.87  0.060
H: 4.83 0.65 -4.68  0.089
H: 4.08 2.06 -5.44  0.095
H: 4.21 -0.82 -6.80  0.091
H: 3.46 0.59 -7.57  0.092
H: 2.50 -0.87 -7.28  0.084
C: -2.22 7.03 0.65  -0.024
C: -3.14 6.70 -0.50  -0.505
O: -3.59 7.56 -1.23  0.073
C: -3.48 5.24 -0.70  -0.031
H: -2.06 8.11 0.68  0.081
H: -2.67 6.71 1.59  0.083
H: -1.26 6.53 0.52  0.078
H: -3.97 4.84 0.19  0.085
H: -2.57 4.67 -0.89  0.070
H: -4.14 5.13 -1.56  0.082
C: 2.21 -9.78 0.20  -0.019
C: 1.55 -8.98 1.30  -0.489
O: 1.72 -7.79 1.41  0.052
C: 0.67 -9.74 2.26  -0.019
H: 2.81 -9.12 -0.42  0.081
H: 2.85 -10.55 0.63  0.089
H: 1.45 -10.26 -0.42  0.088
H: 1.25 -10.51 2.77  0.089
H: -0.15 -10.22 1.73  0.088
H: 0.27 -9.06 3.00  0.080
C: 7.31 0.85 -1.12  -0.031
C: 8.31 1.10 -2.22  -0.504
O: 8.04 0.88 -3.38  0.066
C: 9.66 1.64 -1.81  -0.020
H: 6.39 0.47 -1.55  0.072
H: 7.70 0.12 -0.41  0.087
H: 7.09 1.78 -0.59  0.073
H: 10.15 0.94 -1.13  0.087
H: 9.54 2.60 -1.31  0.087
H: 10.28 1.77 -2.69  0.084

Properties
Gap between HOMO and LUMO (eV): 7.5
LUMO energy (Ha): -0.120
Total charge: +1

---

Record 2
Below is a molecular structure, C35H58BaN3OP2, with properties calculated with wB97M-V/def2-TZVPD.

Last column: Löwdin charge in e.
CARTESIAN COORDINATES (ANGSTROEM)
C: -1.31 -2.34 -2.00  -0.395
C: 0.92 -1.68 -2.21  -0.325
C: -1.03 -3.55 -2.62  -0.079
C: 1.30 -3.00 -2.52  -0.047
C: 0.31 -3.93 -2.80  -0.064
H: -1.88 -4.18 -2.88  0.104
H: 2.36 -3.20 -2.58  0.111
H: 0.56 -4.92 -3.19  0.110
N: -0.33 -1.48 -1.65  -0.126
P: -3.22 -1.05 -0.21  1.019
P: 3.33 0.44 -0.70  1.045
C: -2.77 -1.92 -1.78  -0.287
H: -3.03 -1.26 -2.62  0.076
H: -3.39 -2.81 -1.87  0.067
C: -0.34 2.87 2.34  0.004
O: -0.44 3.78 3.03  0.083
C: 1.73 -0.55 -2.55  -0.189
H: 2.65 -0.76 -3.13  0.108
C: 4.68 1.36 -1.70  -0.647
C: 3.60 0.60 1.15  -0.681
C: -4.60 0.23 -0.67  -0.685
C: -3.84 -2.57 0.79  -0.692
C: 4.33 2.85 -1.79  -0.088
H: 4.17 3.29 -0.80  0.066
H: 5.16 3.39 -2.27  0.094
H: 3.44 3.02 -2.41  0.050
C: 6.05 1.18 -1.02  -0.104
H: 6.11 1.70 -0.06  0.056
H: 6.28 0.11 -0.87  0.085
H: 6.82 1.60 -1.67  0.091
C: 4.81 0.75 -3.11  -0.092
H: 5.78 1.08 -3.52  0.091
H: 4.82 -0.35 -3.06  0.082
H: 4.03 1.09 -3.80  0.064
C: 4.02 2.03 1.52  -0.101
H: 3.24 2.76 1.25  0.079
H: 4.17 2.09 2.61  0.092
H: 4.95 2.34 1.05  0.054
C: 2.32 0.26 1.95  -0.200
H: 1.61 1.12 1.98  -0.006
H: 1.85 -0.68 1.60  0.035
H: 2.59 0.08 3.00  0.075
C: 4.71 -0.43 1.51  -0.094
H: 5.69 -0.11 1.13  0.060
H: 4.79 -0.54 2.60  0.086
H: 4.49 -1.42 1.09  0.080
C: -4.37 -2.07 2.15  -0.094
H: -4.57 -2.95 2.78  0.095
H: -3.65 -1.43 2.69  0.054
H: -5.31 -1.51 2.05  0.066
C: -2.61 -3.48 0.99  -0.086
H: -2.24 -3.89 0.04  0.080
H: -1.77 -2.98 1.50  0.060
H: -2.91 -4.33 1.62  0.098
C: -4.93 -3.39 0.10  -0.082
H: -5.20 -4.22 0.78  0.097
H: -5.85 -2.82 -0.09  0.060
H: -4.61 -3.84 -0.85  0.077
C: -4.53 0.66 -2.14  -0.096
H: -4.83 -0.14 -2.83  0.089
H: -5.24 1.50 -2.29  0.099
H: -3.54 1.03 -2.44  0.056
C: -4.37 1.46 0.23  -0.119
H: -3.42 1.98 -0.01  0.062
H: -5.18 2.18 0.09  0.094
H: -4.33 1.20 1.30  0.073
C: -6.01 -0.33 -0.42  -0.098
H: -6.23 -1.18 -1.08  0.081
H: -6.17 -0.62 0.62  0.063
H: -6.74 0.47 -0.65  0.097
Ba: -0.27 0.26 0.37  1.619
N: 1.94 1.32 -1.10  -0.207
C: 1.42 0.75 -2.25  -0.403
C: 0.57 1.59 -3.24  -0.531
C: 1.19 1.42 -4.64  -0.032
C: -0.87 1.06 -3.32  -0.064
C: 0.50 3.08 -2.88  -0.051
H: 2.18 1.89 -4.66  0.080
H: 1.26 0.36 -4.91  0.097
H: 0.55 1.92 -5.39  0.098
H: -1.41 1.19 -2.36  0.042
H: -1.43 1.63 -4.07  0.101
H: -0.93 0.00 -3.63  0.094
H: -0.13 3.57 -3.64  0.095
H: 0.03 3.25 -1.90  0.077
H: 1.48 3.54 -2.92  0.072
N: -1.03 -0.54 3.20  0.005
C: -0.06 -0.46 4.24  -0.339
C: 0.75 -1.58 4.51  -0.044
C: 1.88 -1.41 5.31  -0.073
C: 2.19 -0.15 5.84  -0.088
C: 1.31 0.93 5.64  -0.071
C: 0.17 0.76 4.87  -0.065
H: -1.38 -1.49 3.05  0.058
H: -1.84 0.06 3.37  0.083
H: 0.48 -2.55 4.09  0.120
H: 2.53 -2.26 5.52  0.114
H: 3.09 -0.01 6.44  0.109
H: 1.52 1.89 6.11  0.116
H: -0.55 1.58 4.73  0.096

Properties
Gap between HOMO and LUMO (eV): 5.3
LUMO energy (Ha): -0.104
Total charge: +1

---

> Which of these has the lowest LUMO energy?

C35H58B2F8NO13

---

> Which value of LUMO energy does entry 2 give?

-0.104 Ha

---

> Among the records above, which one has the highest gap between HOMO and LUMO?

C35H58B2F8NO13